{"formula": "C18H21N5O5PdS2", "method": "the ωB97M-V functional and the def2-TZVPD basis", "de_lowest_kj_mol": 176.0, "orbital_gap_ev": 5.8, "e_lumo_ev": -1.8, "total_energy_ev": -61845.38473, "symbols": ["Pd", "C", "N", "C", "C", "N", "C", "S", "C", "C", "C", "C", "C", "N", "H", "H", "H", "H", "H", "H", "H", "H", "H", "N", "C", "C", "C", "O", "O", "H", "H", "H", "H", "H", "H", "N", "C", "C", "C", "C", "C", "C", "S", "O", "O", "O", "H", "H", "H", "H", "H", "H"], "coordinates": [[-0.177, 0.070, -0.494], [4.813, 0.725, -0.923], [3.868, 1.501, -0.134], [4.186, 2.325, 0.928], [3.039, 2.790, 1.433], [1.992, 2.254, 0.672], [2.532, 1.441, -0.291], [1.832, 0.489, -1.500], [0.632, 2.570, 0.908], [0.313, 3.423, 1.963], [-0.996, 3.806, 2.155], [-1.963, 3.379, 1.255], [-1.573, 2.518, 0.261], [-0.313, 2.074, 0.101], [5.815, 1.073, -0.689], [4.617, 0.868, -1.983], [4.718, -0.333, -0.684], [5.203, 2.508, 1.224], [2.892, 3.460, 2.254], [1.062, 3.775, 2.649], [-1.252, 4.442, 2.991], [-2.997, 3.679, 1.342], [-2.284, 2.150, -0.466], [-2.103, -0.405, 0.277], [-2.405, -1.858, 0.263], [-2.117, -2.425, -1.118], [-0.629, -2.732, -1.295], [-0.263, -3.755, -1.821], [0.201, -1.861, -0.768], [-2.219, -0.026, 1.213], [-2.790, 0.056, -0.313], [-3.445, -2.020, 0.553], [-1.770, -2.332, 1.011], [-2.425, -1.704, -1.883], [-2.674, -3.342, -1.293], [1.189, -0.348, 1.902], [0.749, 0.033, 3.195], [1.634, 0.545, 4.134], [1.149, 1.127, 5.300], [-0.212, 1.188, 5.540], [-1.094, 0.609, 4.640], [-0.617, 0.045, 3.469], [-0.852, 2.129, 6.937], [0.178, 2.010, 7.950], [-2.116, 1.486, 7.245], [-0.980, 3.461, 6.356], [0.876, -1.274, 1.621], [2.198, -0.371, 1.810], [2.701, 0.524, 3.935], [1.821, 1.555, 6.034], [-2.153, 0.638, 4.865], [-1.308, -0.369, 2.745]]}

{"formula": "C4H8N2O2", "method": "the ωB97M-V functional and the def2-TZVPD basis", "smiles": "CC(C)=NO.N=C=O", "de_lowest_kj_mol": 324.2, "orbital_gap_ev": 10.7, "e_lumo_ev": 0.7, "total_energy_ev": -11350.75219, "symbols": ["C", "C", "C", "N", "O", "H", "H", "H", "H", "H", "H", "H", "N", "C", "O", "H"], "coordinates": [[1.379, -0.021, 1.044], [0.610, -0.055, -0.264], [1.080, 1.007, -1.181], [-0.213, -0.863, -0.724], [-0.718, -1.855, 0.076], [0.747, 0.402, 1.879], [2.453, 0.386, 1.008], [1.535, -1.103, 1.346], [0.482, 1.133, -2.033], [2.035, 0.717, -1.639], [1.187, 1.925, -0.603], [-0.570, -1.772, 1.057], [-2.984, -0.095, -0.619], [-2.520, 0.178, 0.433], [-2.172, 0.550, 1.463], [-2.332, -0.534, -1.242]]}

{"formula": "C46H59CoN5O2", "method": "the ωB97M-V functional and the def2-TZVPD basis", "total_charge": 1, "orbital_gap_ev": [5.8, 5.8], "e_lumo_ev": [-4.3, -4.3], "total_energy_ev": -97827.30175, "symbols": ["Co", "C", "C", "C", "C", "C", "C", "C", "N", "C", "C", "C", "C", "C", "C", "O", "C", "C", "C", "C", "C", "C", "C", "C", "C", "O", "C", "C", "C", "C", "C", "C", "H", "H", "H", "H", "H", "H", "H", "H", "H", "H", "H", "H", "H", "H", "H", "H", "H", "H", "H", "H", "H", "H", "H", "H", "H", "H", "H", "H", "H", "H", "H", "H", "H", "H", "H", "H", "H", "H", "H", "H", "C", "C", "C", "C", "C", "C", "N", "N", "C", "C", "C", "C", "C", "C", "H", "H", "H", "H", "H", "H", "H", "H", "H", "N", "C", "N", "C", "C", "C", "C", "C", "H", "H", "H", "H", "H", "H", "H", "H", "H", "H"], "coordinates": [[-0.350, 0.131, 0.068], [5.743, 2.132, -2.459], [5.188, 0.927, -3.231], [5.356, 1.203, -4.727], [6.002, -0.325, -2.873], [3.725, 0.690, -2.841], [3.389, 0.544, -1.535], [2.030, 0.327, -1.172], [1.519, 0.190, 0.056], [2.051, 0.098, 1.281], [3.423, -0.031, 1.636], [3.783, -0.086, 2.943], [2.754, 0.000, 3.941], [1.415, 0.077, 3.690], [1.024, 0.091, 2.307], [-0.201, 0.113, 1.946], [0.363, 0.160, 4.794], [-0.588, -1.046, 4.712], [1.012, 0.153, 6.177], [-0.431, 1.468, 4.645], [5.257, -0.266, 3.320], [5.736, -1.635, 2.816], [5.485, -0.202, 4.831], [6.094, 0.839, 2.660], [0.992, 0.293, -2.190], [-0.221, 0.160, -1.821], [1.362, 0.417, -3.574], [2.687, 0.605, -3.831], [0.298, 0.392, -4.668], [-0.665, 1.574, -4.468], [0.928, 0.521, -6.055], [-0.479, -0.934, -4.625], [6.776, 2.317, -2.756], [5.737, 1.968, -1.380], [5.162, 3.032, -2.668], [6.409, 1.391, -4.938], [4.793, 2.082, -5.046], [5.049, 0.352, -5.339], [7.047, -0.187, -3.159], [5.620, -1.204, -3.395], [5.969, -0.528, -1.801], [4.148, 0.637, -0.777], [4.176, -0.130, 0.873], [3.068, -0.011, 4.973], [-0.032, -1.982, 4.809], [-1.140, -1.063, 3.775], [-1.306, -0.997, 5.532], [1.579, -0.762, 6.361], [0.228, 0.212, 6.933], [1.674, 1.009, 6.324], [-0.955, 1.517, 3.693], [0.233, 2.332, 4.721], [-1.169, 1.539, 5.446], [5.158, -2.443, 3.269], [6.786, -1.782, 3.074], [5.641, -1.720, 1.732], [4.957, -0.999, 5.359], [5.176, 0.757, 5.251], [6.549, -0.324, 5.037], [6.060, 0.780, 1.571], [7.139, 0.745, 2.961], [5.742, 1.828, 2.957], [2.984, 0.724, -4.862], [-0.125, 2.522, -4.514], [-1.182, 1.517, -3.513], [-1.413, 1.574, -5.263], [1.436, 1.478, -6.188], [0.140, 0.462, -6.806], [1.638, -0.283, -6.259], [-1.010, -1.064, -3.685], [0.197, -1.782, -4.766], [-1.210, -0.951, -5.436], [-5.393, -2.576, 0.242], [-4.097, -2.875, 0.626], [-3.109, -1.902, 0.561], [-3.424, -0.631, 0.116], [-4.726, -0.316, -0.260], [-5.702, -1.292, -0.199], [-2.365, 0.354, 0.076], [-2.767, 1.530, 0.036], [-1.728, 2.475, 0.040], [-2.066, 3.820, 0.021], [-1.047, 4.758, 0.048], [0.271, 4.324, 0.100], [0.594, 2.967, 0.117], [-0.415, 2.018, 0.083], [-6.164, -3.333, 0.289], [-3.852, -3.867, 0.987], [-2.102, -2.109, 0.888], [-4.961, 0.680, -0.604], [-6.713, -1.051, -0.498], [-3.108, 4.109, -0.012], [-1.275, 5.814, 0.035], [1.069, 5.055, 0.128], [1.638, 2.685, 0.157], [-0.012, -1.979, -0.012], [-0.115, -3.130, -0.041], [-0.224, -4.430, -0.083], [-1.033, -5.036, -1.171], [-1.392, -6.462, -0.789], [-2.063, -6.562, 0.585], [-1.344, -5.716, 1.661], [-0.006, -5.212, 1.151], [-0.455, -5.015, -2.095], [-1.935, -4.435, -1.317], [-0.490, -7.078, -0.815], [-2.052, -6.859, -1.560], [-2.086, -7.610, 0.883], [-3.104, -6.246, 0.503], [-1.195, -6.287, 2.578], [-1.949, -4.846, 1.930], [0.670, -6.034, 0.913], [0.499, -4.569, 1.869]]}

{"formula": "C15H19FN6O2S", "method": "the ωB97M-V functional and the def2-TZVPD basis", "smiles": "CC(C)(C)NC(=O)NC(=O)CSc1nnc(-c2ccccc2F)n1N", "de_lowest_kj_mol": 10.4, "orbital_gap_ev": 8.8, "e_lumo_ev": 0.2, "total_energy_ev": -42452.18580, "symbols": ["C", "C", "C", "C", "N", "C", "O", "N", "C", "O", "C", "S", "C", "N", "N", "C", "C", "C", "C", "C", "C", "C", "F", "N", "N", "H", "H", "H", "H", "H", "H", "H", "H", "H", "H", "H", "H", "H", "H", "H", "H", "H", "H", "H"], "coordinates": [[-5.637, -0.905, 1.364], [-4.646, -1.196, 0.239], [-5.346, -1.143, -1.121], [-3.989, -2.563, 0.446], [-3.624, -0.151, 0.298], [-2.566, -0.076, -0.507], [-2.252, -0.823, -1.405], [-1.711, 1.041, -0.252], [-1.849, 2.044, 0.640], [-2.791, 2.173, 1.397], [-0.720, 3.063, 0.688], [0.473, 3.010, -0.672], [1.612, 1.895, 0.038], [1.551, 1.379, 1.237], [2.620, 0.599, 1.391], [3.327, 0.613, 0.291], [4.557, -0.122, 0.060], [4.919, -0.555, -1.216], [6.077, -1.282, -1.412], [6.899, -1.593, -0.341], [6.563, -1.170, 0.933], [5.402, -0.444, 1.123], [5.118, -0.019, 2.363], [2.713, 1.440, -0.625], [3.108, 1.732, -1.926], [-6.092, 0.074, 1.228], [-5.135, -0.926, 2.328], [-6.425, -1.653, 1.369], [-4.623, -1.315, -1.913], [-6.117, -1.907, -1.177], [-5.807, -0.168, -1.271], [-3.479, -2.595, 1.406], [-4.741, -3.346, 0.421], [-3.264, -2.746, -0.341], [-3.732, 0.587, 0.988], [-0.897, 1.043, -0.857], [-0.153, 2.898, 1.607], [-1.150, 4.065, 0.702], [4.276, -0.323, -2.050], [6.337, -1.612, -2.406], [7.802, -2.163, -0.496], [7.187, -1.393, 1.784], [2.321, 2.137, -2.427], [3.882, 2.395, -1.926]]}

{"formula": "C6H10N2", "method": "the ωB97M-V functional and the def2-TZVPD basis", "smiles": "C[C@@H](N)c1cc[nH]c1", "de_lowest_kj_mol": 134.2, "orbital_gap_ev": 9.2, "e_lumo_ev": 1.1, "total_energy_ev": -9363.04591, "symbols": ["C", "C", "N", "C", "C", "C", "N", "C", "H", "H", "H", "H", "H", "H", "H", "H", "H", "H"], "coordinates": [[-1.175, 1.559, 0.536], [0.019, 1.144, -0.248], [1.183, 1.809, 0.429], [0.120, -0.323, -0.250], [0.022, -1.196, -1.413], [0.160, -2.473, -1.075], [0.660, -2.406, 0.268], [0.339, -1.168, 0.840], [-1.909, 0.805, 0.475], [-1.000, 1.745, 1.612], [-1.631, 2.516, 0.243], [-0.062, 1.554, -1.246], [1.710, 2.389, -0.172], [0.888, 2.406, 1.228], [-0.312, -0.912, -2.411], [0.134, -3.408, -1.649], [0.418, -3.182, 0.913], [0.437, -0.858, 1.919]]}